No. 1
2 unconnected molecules or ions with the total composition C3H8S2, computed with ωB97M-V/def2-TZVPD.

- HOMO (eV) = -8.6547
- molar mass (g/mol) = 108.23
- strongest force on any atom (eV/Å) = 3.03
- E (Ha) = -915.41099
- ΔE to the lowest compared entry with this formula, charge and spin (kcal per mole) = 41.41

```
! RIJCOSX wB97M-V def2-TZVPD def2/J DEFGRID3
* xyz 0 1
H -0.41393 0.97879 -0.57671
H -1.73039 2.18661 -0.59866
C 1.79260 -0.53155 0.51520
H 1.20281 -0.58383 1.36717
S -1.78407 0.45944 1.99980
C -1.43900 1.15668 -0.83178
H 2.37048 0.36684 0.23795
H 1.85369 -1.50515 -1.51431
H -1.52241 1.02984 -1.89591
S -2.47205 -0.00763 0.14715
C 1.64631 -1.49764 -0.37992
H 0.90540 -2.23960 -0.24529
H -0.40944 0.18721 1.77529
*
```


No. 2
2 unconnected molecules or ions with the total composition C3H8S2, computed with ωB97M-V/def2-TZVPD.

- HOMO (eV) = -8.3424
- molar mass (g/mol) = 108.23
- strongest force on any atom (eV/Å) = 2.12
- E (Ha) = -915.42361
- ΔE to the lowest compared entry with this formula, charge and spin (kcal per mole) = 33.48

```
! RIJCOSX wB97M-V def2-TZVPD def2/J DEFGRID3
* xyz 0 1
H 0.34048 -0.93295 0.44518
H -2.00967 -0.00326 -0.05194
H -1.52831 1.55969 0.60174
H 1.76398 -0.09697 -0.23095
S 0.22813 -1.78937 2.23199
C 0.76063 0.04217 0.17475
C -0.14464 0.73267 -0.80820
C -1.54850 0.95802 -0.31555
H -0.66052 -2.69909 2.65761
H -2.16222 1.46011 -1.06388
H -0.25442 -0.83392 3.03811
H 0.81896 0.62914 1.09969
S 0.35229 1.19688 -2.28209
*
```


No. 3
A molecular structure, C3H9BFGaIO2Tb, computed with ωB97M-V/def2-TZVPD.

- HOMO (spin up / spin down) (eV) = -12.9766 / -16.9649
- molar mass (g/mol) = 462.46
- strongest force on any atom (eV/Å) = 2.06
- E (Ha) = -3441.00084

```
! RIJCOSX wB97M-V def2-TZVPD def2/J DEFGRID3
* xyz 2 7
H -0.81626 -1.94293 1.93024
C -0.25568 0.71472 -2.10238
B -0.04432 1.20295 2.23230
H -1.20863 0.17575 -2.14659
H -0.05025 1.10295 -3.09968
H -0.11670 3.14339 1.93891
Tb -0.61373 -3.93908 -0.60319
C 0.48178 -1.10289 -0.45408
H 1.70980 0.43833 -1.28278
H 0.03770 -2.02833 -0.84339
C 0.86567 -0.17269 -1.60782
I -3.11129 0.01537 0.39584
F -0.41578 1.77638 -1.21425
H 1.32618 0.05264 3.12206
H 1.24120 -0.73648 -2.46757
Ga -0.74601 -0.57556 1.07315
O 0.96886 0.94713 3.06762
H 1.41365 -1.41950 0.03825
O -0.66619 2.34784 2.02337
*
```


No. 4
C3H9BO2S in the gas phase, computed with ωB97M-V/def2-TZVPD.

- HOMO (eV) = -9.2597
- molar mass (g/mol) = 119.98
- strongest force on any atom (eV/Å) = 4.60
- E (Ha) = -693.26885
- ΔE to the lowest compared entry with this formula, charge and spin (kcal per mole) = 19.23

```
! RIJCOSX wB97M-V def2-TZVPD def2/J DEFGRID3
* xyz 0 1
C -1.99514 1.56650 1.03810
C -0.21831 -2.52327 0.35546
O -0.33085 -1.08943 0.54345
B 0.13601 -0.02657 -0.10761
H -1.78226 0.85364 1.86300
H 1.96581 1.85136 -0.77242
C 2.11138 0.95800 -1.44501
H -3.05773 1.20417 0.81124
H 1.73867 1.05694 -2.41592
H 0.09259 -2.93135 1.27314
H -2.09342 2.63936 1.39946
O 1.51229 -0.22118 -0.80876
H 0.52396 -2.78727 -0.27370
S -0.61079 1.61840 -0.17660
H -1.19473 -2.93946 0.08957
H 3.20253 0.77015 -1.37341
*
```


No. 5
2 unconnected molecules or ions with the total composition C3H9BOS, computed with ωB97M-V/def2-TZVPD.

- HOMO (eV) = -10.8520
- molar mass (g/mol) = 103.98
- strongest force on any atom (eV/Å) = 3.45
- E (Ha) = -618.00160
- ΔE to the lowest compared entry with this formula, charge and spin (kcal per mole) = 14.69

```
! RIJCOSX wB97M-V def2-TZVPD def2/J DEFGRID3
* xyz 0 1
H 2.32334 -0.08093 0.93375
H 1.55642 -0.13468 -1.39075
C 0.86577 1.28911 1.08820
H 1.72877 1.83502 1.57907
B -2.73445 -0.02762 -0.52199
C 1.29746 -0.16278 0.82995
H 0.85984 1.70413 0.07301
H -0.12816 -0.25608 -0.95565
H 0.90317 -1.77840 -0.68294
C 0.84618 -0.62397 -0.65872
S -3.44458 -0.83657 -1.91503
H 0.90061 -0.79882 1.63473
O -2.24591 0.36066 0.51638
H -0.02129 1.50838 1.58377
H -2.70717 -1.99745 -2.11378
*
```


No. 6
A molecular structure, C3H9BeNOPS, computed with ωB97M-V/def2-TZVPD.

- HOMO (eV) = -12.0363
- molar mass (g/mol) = 147.16
- strongest force on any atom (eV/Å) = 1.45
- E (Ha) = -1003.50650

```
! RIJCOSX wB97M-V def2-TZVPD def2/J DEFGRID3
* xyz 1 1
H 0.23699 2.57249 -0.16062
O 2.20161 2.63745 1.16762
H 0.40659 0.00044 0.97210
H -0.96764 -3.47710 -0.11885
Be 1.79964 4.89206 0.08406
S 0.75872 -1.86501 -0.49498
P 1.59908 2.21941 -0.11555
C -1.87016 -1.60712 0.52181
H -1.35704 -1.28550 1.41957
C -0.97533 -2.43231 -0.38426
H -2.72412 -2.17590 0.85390
C 0.62335 -0.13812 -0.10139
H -0.22000 0.28035 -0.66798
N 1.78069 0.59557 -0.37348
H 2.24910 2.85327 -1.20792
H -2.19347 -0.71666 0.00261
H -1.34801 -2.35330 -1.39667
*
```


No. 7
C3H9BrClNSi in the gas phase, computed with ωB97M-V/def2-TZVPD.

- HOMO (eV) = -7.4922
- molar mass (g/mol) = 202.56
- strongest force on any atom (eV/Å) = 3.45
- E (Ha) = -3498.07239
- ΔE to the lowest compared entry with this formula, charge and spin (kcal per mole) = 75.07

```
! RIJCOSX wB97M-V def2-TZVPD def2/J DEFGRID3
* xyz 0 1
H 4.65356 0.42174 0.75032
C -0.81950 -0.99145 -0.91766
H -1.69621 1.89846 0.46396
Cl 1.04276 2.90947 0.35176
H 3.72967 0.08611 1.93508
H -1.04570 -1.64744 -0.08543
C -1.79352 0.82969 0.40023
H 1.09999 1.32348 -2.12148
H -2.74758 0.65174 -0.11310
H -1.49760 0.29162 1.32017
H 0.10442 -1.42422 -1.20413
Si 0.75588 1.26694 -0.74922
C 4.03568 -0.42895 1.10257
H -1.46997 -1.09969 -1.72799
N -0.69309 0.40514 -0.46909
Br 2.51536 -0.38112 -0.26731
*
```


No. 8
2 unconnected molecules or ions with the total composition C3H9BrN2, computed with ωB97M-V/def2-TZVPD.

- HOMO (eV) = -8.0651
- molar mass (g/mol) = 153.02
- strongest force on any atom (eV/Å) = 4.50
- E (Ha) = -2803.11269
- ΔE to the lowest compared entry with this formula, charge and spin (kcal per mole) = 31.43

```
! RIJCOSX wB97M-V def2-TZVPD def2/J DEFGRID3
* xyz 0 1
H 1.19492 -0.27936 3.35274
H -2.03333 -0.88613 -0.89685
H -0.37142 -1.29061 -1.42790
H -1.55477 1.45729 -0.26290
C 1.60610 -1.89729 2.19691
N 0.76867 -1.01626 2.76873
C -1.02713 -0.48799 -1.26575
Br 0.85410 -3.40325 1.35223
H -0.44055 0.39192 0.70307
N -0.52639 -0.98773 2.85800
H 0.27165 1.06783 -0.58013
C -0.72943 0.65163 -0.28947
H 2.68754 -1.95015 2.37446
H -0.93509 -1.62807 2.18297
H -1.32523 0.00237 -2.19711
*
```


No. 9
2 unconnected molecules or ions with the total composition C3H9BrN4, computed with ωB97M-V/def2-TZVPD.

- HOMO (eV) = -17.7186
- molar mass (g/mol) = 181.04
- strongest force on any atom (eV/Å) = 6.57
- E (Ha) = -2911.98817
- ΔE to the lowest compared entry with this formula, charge and spin (kcal per mole) = 81.94

```
! RIJCOSX wB97M-V def2-TZVPD def2/J DEFGRID3
* xyz 2 1
Br -3.23669 2.06223 1.26307
N -0.84331 -0.13979 0.26499
N -2.64334 -0.24141 2.57025
H -0.92506 2.56091 -0.25467
H 0.74011 -2.26663 -0.39678
H -3.23493 0.16094 3.33899
H 0.26323 2.45617 -1.61768
H 1.44580 0.35181 -1.70390
C -0.24464 0.60959 -0.50177
N -0.24697 1.98521 -0.78136
H -2.17247 -1.06763 2.92460
C 0.68094 -0.31837 -1.35242
N 1.28467 -1.37138 -0.53234
H 2.27448 -1.74046 -0.89209
H -0.00023 -0.66193 -2.12261
H 1.47658 -0.97725 0.41434
C -2.37840 0.52945 1.61079
*
```